Record 1
{
  "formula": "C5H5NO",
  "method": "wB97M-V/def2-TZVPD",
  "largest_force_ev_per_a": 9.07,
  "orbital_gap_ha": 0.4033,
  "relative_energy_kj_mol": 508.9,
  "charge": 0,
  "symbols": ["H", "N", "C", "C", "C", "O", "C", "C", "H", "H", "H", "H"],
  "positions_angstrom": [[1.110, 2.377, -0.468], [0.263, 1.820, -0.361], [0.445, 0.616, -0.104], [2.131, 0.112, 0.090], [3.270, -0.298, 0.105], [-0.059, -0.451, 0.417], [-1.627, -0.157, 0.279], [-2.410, -1.132, -0.148], [4.302, -0.562, 0.081], [-1.927, 0.784, 0.717], [-3.490, -1.054, -0.055], [-2.006, -2.054, -0.553]]
}

Record 2
{
  "formula": "C5H5NO",
  "method": "wB97M-V/def2-TZVPD",
  "largest_force_ev_per_a": 0.97,
  "orbital_gap_ha": 0.3154,
  "relative_energy_kj_mol": 259.3,
  "charge": 0,
  "symbols": ["H", "N", "C", "C", "C", "C", "C", "O", "H", "H", "H", "H"],
  "positions_angstrom": [[-2.412, 0.070, 0.446], [-1.933, 0.941, 0.198], [-0.850, 0.706, -0.416], [-0.275, -0.626, -0.838], [1.160, -0.802, -0.362], [1.644, -0.190, 0.716], [1.248, 0.614, 1.671], [1.097, 1.293, 2.608], [-0.252, 1.571, -0.721], [-0.907, -1.442, -0.454], [-0.355, -0.673, -1.932], [1.835, -1.462, -0.916]]
}

Record 3
{
  "formula": "C5H5NO",
  "method": "wB97M-V/def2-TZVPD",
  "largest_force_ev_per_a": 1.11,
  "orbital_gap_ha": 0.2987,
  "relative_energy_kj_mol": 490.9,
  "charge": 0,
  "symbols": ["N", "C", "C", "C", "C", "C", "O", "H", "H", "H", "H", "H"],
  "positions_angstrom": [[-0.986, 2.786, 0.958], [-0.609, 1.784, 0.519], [-0.156, 0.576, -0.116], [1.160, 0.217, -0.497], [0.247, -1.035, 0.479], [-0.944, -0.661, -0.420], [0.068, -0.443, 1.641], [1.292, -0.237, -1.474], [2.009, 0.730, -0.054], [0.761, -2.005, 0.363], [-0.933, -0.958, -1.470], [-1.910, -0.753, 0.071]]
}

Record 4
{
  "formula": "C5H5NO",
  "method": "wB97M-V/def2-TZVPD",
  "largest_force_ev_per_a": 1.77,
  "orbital_gap_ha": 0.3430,
  "relative_energy_kj_mol": 394.0,
  "charge": 0,
  "symbols": ["N", "C", "C", "C", "C", "C", "O", "H", "H", "H", "H", "H"],
  "positions_angstrom": [[-1.874, 1.719, 0.706], [-1.332, 0.835, 0.196], [-0.695, -0.427, -0.146], [-0.268, -0.897, 1.167], [0.787, -0.347, -0.239], [1.230, 0.880, -1.051], [0.448, 1.664, -1.537], [-1.257, -1.078, -0.808], [-0.090, -0.241, 1.996], [-0.715, -1.858, 1.479], [1.476, -1.168, -0.377], [2.288, 0.919, -1.386]]
}

Record 5
{
  "formula": "C5H5NO",
  "method": "wB97M-V/def2-TZVPD",
  "largest_force_ev_per_a": 1.16,
  "orbital_gap_ha": 0.4162,
  "relative_energy_kj_mol": 223.4,
  "charge": 0,
  "symbols": ["C", "C", "C", "O", "C", "C", "N", "H", "H", "H", "H", "H"],
  "positions_angstrom": [[-2.155, -0.802, -0.554], [-1.120, -0.610, 0.031], [0.164, -0.352, 0.699], [0.880, -1.536, 0.970], [1.041, 0.605, -0.138], [0.374, 1.870, -0.454], [-0.163, 2.864, -0.699], [-3.081, -0.959, -1.063], [-0.027, 0.111, 1.671], [0.808, -2.111, 0.198], [1.963, 0.809, 0.416], [1.316, 0.112, -1.077]]
}

Record 6
{
  "formula": "C5H5NO",
  "method": "wB97M-V/def2-TZVPD",
  "largest_force_ev_per_a": 1.84,
  "orbital_gap_ha": 0.3251,
  "relative_energy_kj_mol": 315.3,
  "charge": 0,
  "symbols": ["H", "N", "C", "C", "C", "C", "C", "O", "H", "H", "H", "H"],
  "positions_angstrom": [[0.786, -0.959, -1.900], [0.227, -1.577, -1.305], [-0.346, -0.892, -0.409], [-0.560, 0.576, -0.566], [-0.336, 1.308, 0.755], [0.454, 0.696, 1.643], [1.032, -0.502, 1.432], [1.695, -1.447, 1.567], [-0.952, -1.403, 0.351], [0.172, 0.981, -1.281], [-1.560, 0.662, -1.014], [-0.786, 2.301, 0.866]]
}

Record 7
{
  "formula": "C5H5NO",
  "method": "wB97M-V/def2-TZVPD",
  "largest_force_ev_per_a": 3.84,
  "orbital_gap_ha": 0.3680,
  "relative_energy_kj_mol": 50.0,
  "charge": 0,
  "symbols": ["O", "C", "C", "C", "C", "C", "N", "H", "H", "H", "H", "H"],
  "positions_angstrom": [[-2.596, 0.071, -0.101], [-1.234, 0.011, -0.111], [-0.395, 1.141, -0.006], [1.007, 0.979, -0.044], [1.564, -0.242, -0.139], [0.611, -1.298, -0.044], [-0.660, -1.166, 0.026], [-2.791, -0.861, 0.227], [-0.700, 2.167, 0.128], [1.621, 1.923, -0.003], [2.697, -0.330, 0.129], [0.875, -2.394, -0.064]]
}

Record 8
{
  "formula": "C5H5NO",
  "method": "wB97M-V/def2-TZVPD",
  "largest_force_ev_per_a": 1.09,
  "orbital_gap_ha": 0.3777,
  "relative_energy_kj_mol": 138.3,
  "charge": 0,
  "symbols": ["N", "C", "C", "C", "C", "C", "O", "H", "H", "H", "H", "H"],
  "positions_angstrom": [[2.734, 1.430, 0.420], [2.093, 0.515, 0.114], [1.349, -0.597, -0.408], [0.073, -0.494, -0.786], [-0.859, 0.566, -0.293], [-1.497, -0.102, 0.936], [-0.839, -0.646, 1.784], [1.884, -1.535, -0.501], [-0.390, -1.348, -1.275], [-1.627, 0.865, -1.012], [-0.320, 1.463, 0.040], [-2.601, -0.116, 0.980]]
}

Record 9
{
  "formula": "C5H5NO",
  "method": "wB97M-V/def2-TZVPD",
  "largest_force_ev_per_a": 0.64,
  "orbital_gap_ha": 0.3716,
  "relative_energy_kj_mol": 304.3,
  "charge": 0,
  "symbols": ["C", "C", "C", "O", "C", "C", "N", "H", "H", "H", "H", "H"],
  "positions_angstrom": [[0.169, 1.238, 2.617], [0.175, 0.361, 1.791], [0.260, -0.617, 0.715], [1.078, -1.514, 0.728], [-0.650, -0.385, -0.451], [-0.021, 0.312, -1.606], [-0.355, -1.100, -1.675], [0.182, 2.014, 3.350], [-1.702, -0.215, -0.222], [1.022, 0.610, -1.504], [-0.631, 0.970, -2.221], [0.473, -1.675, -1.522]]
}

Record 10
{
  "formula": "C5H5NO2",
  "method": "wB97M-V/def2-TZVPD",
  "largest_force_ev_per_a": 4.52,
  "orbital_gap_ha": 0.3296,
  "relative_energy_kj_mol": 333.6,
  "charge": 0,
  "symbols": ["C", "C", "N", "C", "C", "C", "O", "O", "H", "H", "H", "H", "H"],
  "positions_angstrom": [[0.374, 2.279, 0.002], [-0.621, 1.437, 0.194], [-0.282, 0.095, 0.458], [0.865, -0.519, -0.055], [0.596, -1.875, -0.212], [-0.805, -2.131, 0.060], [-1.499, -3.120, 0.186], [-1.336, -0.770, 0.240], [1.345, 2.133, -0.255], [0.211, 3.389, 0.005], [-1.705, 1.699, 0.105], [1.773, 0.090, -0.097], [1.083, -2.707, -0.631]]
}

Please write out number 2 again, unchanged.
{
  "formula": "C5H5NO",
  "method": "wB97M-V/def2-TZVPD",
  "largest_force_ev_per_a": 0.97,
  "orbital_gap_ha": 0.3154,
  "relative_energy_kj_mol": 259.3,
  "charge": 0,
  "symbols": ["H", "N", "C", "C", "C", "C", "C", "O", "H", "H", "H", "H"],
  "positions_angstrom": [[-2.412, 0.070, 0.446], [-1.933, 0.941, 0.198], [-0.850, 0.706, -0.416], [-0.275, -0.626, -0.838], [1.160, -0.802, -0.362], [1.644, -0.190, 0.716], [1.248, 0.614, 1.671], [1.097, 1.293, 2.608], [-0.252, 1.571, -0.721], [-0.907, -1.442, -0.454], [-0.355, -0.673, -1.932], [1.835, -1.462, -0.916]]
}